w) Here is a cluster of 2 separate species, H2N3O2S in total from the OMol25 dataset. Energies are from ωB97M-V/def2-TZVPD.

Properties
- charge = -1
- gap between HOMO and LUMO (Eh) = 0.286
- HOMO (hartree) = -0.146
- spin multiplicity = 1

Geometry as XYZ:
```
8
H2N3O2S (ωB97M-V/def2-TZVPD)
N 0.31 -0.30 1.99
N -0.38 0.07 -0.50
N -1.32 0.70 -1.07
O -0.79 1.65 -2.10
O 1.17 -1.20 1.91
S 0.09 0.63 3.28
H -0.42 -0.16 0.54
H 0.58 0.27 -0.81
```



x) Here is the ion H2N3O2S with charge -1 from the OMol25 dataset. Energies are from ωB97M-V/def2-TZVPD.

Properties
- charge = -1
- gap between HOMO and LUMO (Eh) = 0.253
- HOMO (hartree) = -0.106
- SMILES string = [O-]/[N+](O)=N/N[S-]
- spin multiplicity = 1

Geometry as XYZ:
```
8
H2N3O2S (ωB97M-V/def2-TZVPD)
N 1.06 0.83 0.18
N -0.25 0.91 0.02
N -1.16 0.04 -0.03
O -0.90 -1.45 -0.11
O -2.39 0.31 0.15
S 2.00 -0.65 0.16
H 0.05 -1.59 -0.01
H 1.59 1.61 -0.36
```



Stability check: which of them is most stable? w).



w) Here is an isolated molecule of C3H3NOS from the OMol25 dataset. Energies are from ωB97M-V/def2-TZVPD.

Properties
- gap between HOMO and LUMO (Eh) = 0.366
- HOMO (hartree) = -0.376
- SMILES string = N#C[C@H](S)C=O
- spin multiplicity = 1

Geometry as XYZ:
```
9
C3H3NOS (ωB97M-V/def2-TZVPD)
C -1.72 0.71 -1.29
C 0.44 -0.71 -1.42
C -0.68 -0.08 -0.64
N -2.54 1.44 -1.62
O 1.16 -1.53 -0.95
S 0.13 1.02 0.70
H 0.53 -0.44 -2.43
H -1.24 -0.97 -0.06
H 0.86 1.88 -0.08
```



x) Here is an isolated molecule of C3H3NOS from the OMol25 dataset. Energies are from ωB97M-V/def2-TZVPD.

Properties
- gap between HOMO and LUMO (Eh) = 0.303
- HOMO (hartree) = -0.290
- SMILES string = S=c1cc[nH]o1
- spin multiplicity = 1

Geometry as XYZ:
```
9
C3H3NOS (ωB97M-V/def2-TZVPD)
C -0.10 0.95 0.58
C -0.80 -0.20 0.58
C -0.15 -0.93 -0.37
H -1.59 -0.52 1.27
H -0.17 -2.06 -0.64
H 1.43 -0.46 -1.59
N 0.63 -0.16 -1.04
O 0.76 1.13 -0.39
S 0.01 2.26 1.60
```



Stability check: which of them is most stable? w).



w) Here is a cluster of 2 separate species, C3H3NOS in total from the OMol25 dataset. Energies are from ωB97M-V/def2-TZVPD.

Properties
- gap between HOMO and LUMO (Eh) = 0.304
- HOMO (hartree) = -0.305
- spin multiplicity = 1

Geometry as XYZ:
```
9
C3H3NOS (ωB97M-V/def2-TZVPD)
C 0.71 0.43 0.04
C 1.86 0.09 0.01
C -1.57 0.76 -0.07
N -1.96 -0.44 -0.37
O -1.97 1.84 0.15
S 3.53 -0.32 -0.04
H -1.28 -1.17 -0.51
H -2.94 -0.66 -0.51
H 3.64 -0.52 1.28
```



x) Here is a cluster of 2 separate species, C3H3NOS in total from the OMol25 dataset. Energies are from ωB97M-V/def2-TZVPD.

Properties
- gap between HOMO and LUMO (Eh) = 0.326
- HOMO (hartree) = -0.301
- spin multiplicity = 1

Geometry as XYZ:
```
9
C3H3NOS (ωB97M-V/def2-TZVPD)
C -0.03 0.21 -0.80
C 2.37 -0.82 -0.28
C -1.82 0.10 0.83
N -0.95 0.33 -0.05
O 2.18 -1.81 -0.91
S 2.60 0.47 0.51
H 0.16 0.94 -1.58
H -1.75 0.64 1.80
H -2.75 -0.06 0.49
```



Stability check: which of them is most stable? x).



w) Here is an isolated molecule of C3H3NOS from the OMol25 dataset. Energies are from ωB97M-V/def2-TZVPD.

Properties
- gap between HOMO and LUMO (Eh) = 0.291
- HOMO (hartree) = -0.342
- spin multiplicity = 1

Geometry as XYZ:
```
9
C3H3NOS (ωB97M-V/def2-TZVPD)
C 1.89 0.38 -0.06
C 1.54 -0.99 0.13
C -1.29 -0.24 -0.05
N 2.36 1.35 -0.41
O -0.89 0.96 0.52
S 0.05 -1.60 0.17
H -2.11 -0.78 0.64
H -1.60 -0.33 -1.01
H 0.04 1.26 0.07
```



x) Here is a cluster of 2 separate species, C3H3NOS in total from the OMol25 dataset. Energies are from ωB97M-V/def2-TZVPD.

Properties
- gap between HOMO and LUMO (alpha / beta) (Eh) = 0.257 / 0.238
- HOMO (alpha / beta) (hartree) = -0.275 / -0.273
- spin multiplicity = 1

Geometry as XYZ:
```
9
C3H3NOS (ωB97M-V/def2-TZVPD)
C 2.71 -0.21 0.13
C 1.73 0.55 -0.01
C 0.57 1.23 -0.05
N -1.95 -1.27 -0.44
O -0.48 1.75 0.13
S -2.24 0.20 0.07
H 3.70 -0.61 0.05
H -2.02 -1.46 -1.36
H -2.02 -0.19 1.48
```



Stability check: which of them is most stable? w).



w) Here is the ion C4H11N2S with charge +1 from the OMol25 dataset. Energies are from ωB97M-V/def2-TZVPD.

Properties
- charge = +1
- gap between HOMO and LUMO (Eh) = 0.351
- HOMO (hartree) = -0.473
- spin multiplicity = 1

Geometry as XYZ:
```
18
C4H11N2S (ωB97M-V/def2-TZVPD)
C 0.88 -1.23 -0.17
C -0.88 -1.35 -0.77
C -0.26 0.22 1.33
C 1.06 1.18 -0.45
N -2.15 0.94 -0.59
N 0.87 0.03 0.46
S -1.88 -0.19 0.30
H 0.95 -2.04 0.51
H 1.69 -1.35 -1.03
H -0.92 -1.24 -1.85
H -1.06 -2.36 -0.37
H -0.20 -0.33 2.22
H -0.43 1.28 1.64
H 1.81 1.82 0.03
H 1.44 1.17 -1.52
H 0.12 1.65 -0.62
H -2.77 1.58 -0.12
H 1.74 0.22 1.00
```



x) Here is a cluster of 2 separate species, C4H11N2S in total from the OMol25 dataset. Energies are from ωB97M-V/def2-TZVPD.

Properties
- charge = +1
- gap between HOMO and LUMO (Eh) = 0.339
- HOMO (hartree) = -0.457
- spin multiplicity = 1

Geometry as XYZ:
```
18
C4H11N2S (ωB97M-V/def2-TZVPD)
C 0.48 1.49 0.10
C 1.58 0.59 0.51
C 2.60 0.15 -0.38
C -2.27 0.99 1.20
N -0.40 -2.33 -1.17
N 1.67 -0.71 -0.22
S -1.22 0.58 -0.17
H 0.22 2.26 0.76
H 0.78 1.87 -0.86
H 1.98 0.52 1.53
H -1.12 -2.36 -0.37
H 3.50 0.49 -0.85
H -2.69 1.96 0.89
H -3.08 0.29 1.19
H -1.67 0.88 2.01
H -0.84 -1.70 -1.77
H 0.52 -1.81 -0.69
H -0.07 -3.17 -1.72
```



y) Here is the ion C4H11N2S with charge +1 from the OMol25 dataset. Energies are from ωB97M-V/def2-TZVPD.

Properties
- charge = +1
- gap between HOMO and LUMO (alpha / beta) (Eh) = 0.307 / 0.304
- HOMO (alpha / beta) (hartree) = -0.482 / -0.462
- spin multiplicity = 1

Geometry as XYZ:
```
18
C4H11N2S (ωB97M-V/def2-TZVPD)
C 0.88 -0.40 0.81
C -0.69 -0.88 1.11
C -1.27 0.20 -1.01
C 1.94 1.06 -0.67
N 0.86 0.81 0.25
N -1.34 -1.00 -0.24
S -2.20 1.57 -0.53
H 1.41 -0.31 1.84
H 1.35 -1.14 0.06
H -0.74 -1.87 1.71
H -1.00 0.10 1.52
H -0.78 0.20 -1.99
H 2.17 2.18 -0.90
H 2.93 0.60 -0.43
H 1.77 0.53 -1.56
H -1.05 -1.90 -0.80
H -2.38 -1.17 0.02
H -1.86 1.43 0.82
```



Stability check: which of them is most stable? x).



w) Here is the ion C4H11N2S with charge +1 from the OMol25 dataset. Energies are from ωB97M-V/def2-TZVPD.

Properties
- charge = +1
- gap between HOMO and LUMO (Eh) = 0.366
- HOMO (hartree) = -0.478
- SMILES string = C/C(S)=C/[NH2+]CN
- spin multiplicity = 1

Geometry as XYZ:
```
18
C4H11N2S (ωB97M-V/def2-TZVPD)
C 0.82 -0.23 -0.42
C 0.16 -1.44 -0.43
C 0.53 -2.43 -1.45
C -0.47 1.92 0.32
N -0.82 2.69 1.45
N 0.66 0.90 0.55
S -0.94 -1.92 0.86
H 1.61 -0.04 -1.07
H 1.17 -3.20 -0.98
H -0.40 -2.95 -1.76
H 0.84 -1.92 -2.36
H -1.20 1.19 0.18
H -0.20 2.57 -0.59
H -1.81 2.62 1.76
H -0.66 3.61 1.63
H 1.65 1.23 0.50
H 0.23 0.58 1.42
H -1.16 -3.17 0.38
```



x) Here is the ion C4H11N2S with charge +1 from the OMol25 dataset. Energies are from ωB97M-V/def2-TZVPD.

Properties
- charge = +1
- gap between HOMO and LUMO (Eh) = 0.389
- HOMO (hartree) = -0.517
- SMILES string = CC/C=N/[C@H]([NH3+])S
- spin multiplicity = 1

Geometry as XYZ:
```
18
C4H11N2S (ωB97M-V/def2-TZVPD)
C -0.43 -0.52 -0.78
C -2.41 -0.79 0.41
C -1.87 -0.27 -1.00
C 1.58 0.09 0.26
N 0.19 0.28 -0.02
N 2.06 1.30 1.21
S 2.87 -0.09 -0.99
H 0.01 -1.45 -1.27
H -2.71 -1.84 0.20
H -1.62 -0.78 1.15
H -3.43 -0.32 0.58
H -1.98 0.82 -1.23
H -2.20 -0.81 -1.86
H 1.69 -0.69 1.08
H 2.24 2.12 0.56
H 2.84 1.17 1.89
H 1.20 1.47 1.90
H 1.97 0.31 -2.09
```



Stability check: which of them is most stable? w).



w) Here is an isolated molecule of C4H4O2 from the OMol25 dataset. Energies are from ωB97M-V/def2-TZVPD.

Properties
- gap between HOMO and LUMO (Eh) = 0.392
- HOMO (hartree) = -0.375
- SMILES string = C#CCOC=O
- spin multiplicity = 1

Geometry as XYZ:
```
10
C4H4O2 (ωB97M-V/def2-TZVPD)
O 1.56 -1.20 -1.06
C 0.65 -0.54 -1.59
O -0.43 -0.35 -0.85
C -0.12 -0.68 0.58
C -0.13 0.72 1.00
C -0.88 1.67 1.19
H 0.48 0.10 -2.53
H -1.01 -1.26 0.83
H 0.74 -1.17 1.06
H -0.87 2.71 1.37
```



x) Here is an isolated molecule of C4H4O2 from the OMol25 dataset. Energies are from ωB97M-V/def2-TZVPD.

Properties
- gap between HOMO and LUMO (Eh) = 0.421
- HOMO (hartree) = -0.389
- spin multiplicity = 1

Geometry as XYZ:
```
10
C4H4O2 (ωB97M-V/def2-TZVPD)
O -1.27 0.21 -1.37
C -1.57 -0.28 -0.31
O -0.83 -0.24 0.80
C 0.44 0.39 0.65
C 1.67 -0.97 0.61
C 1.49 -0.31 -0.46
H -2.51 -0.82 -0.11
H 0.33 1.28 0.03
H 0.74 0.70 1.65
H 1.50 0.01 -1.49
```



y) Here is an isolated molecule of C4H4O2 from the OMol25 dataset. Energies are from ωB97M-V/def2-TZVPD.

Properties
- gap between HOMO and LUMO (Eh) = 0.345
- HOMO (hartree) = -0.345
- SMILES string = O=C[C@@H]1CC1=O
- spin multiplicity = 1

Geometry as XYZ:
```
10
C4H4O2 (ωB97M-V/def2-TZVPD)
C 0.13 -0.03 -0.68
C 0.96 0.94 -0.06
C -0.04 -1.03 0.52
C -1.24 -0.36 0.00
O 1.16 0.98 1.12
O 0.63 -1.29 1.46
H 0.13 -0.01 -1.77
H 1.85 1.30 -0.75
H -1.53 0.38 0.80
H -2.05 -0.88 -0.63
```



z) Here is a structure of composition C4H4O2 from the OMol25 dataset. Energies are from ωB97M-V/def2-TZVPD.

Properties
- gap between HOMO and LUMO (Eh) = 0.360
- HOMO (hartree) = -0.356
- spin multiplicity = 1

Geometry as XYZ:
```
10
C4H4O2 (ωB97M-V/def2-TZVPD)
O 1.61 0.37 1.57
C 0.36 0.24 0.95
C 0.34 0.64 -0.48
O 1.25 1.03 -1.17
C -0.87 -0.04 -0.98
C -1.69 -0.86 -1.31
H 2.31 0.30 0.90
H -0.39 0.63 1.62
H -0.44 -0.78 0.51
H -2.47 -1.53 -1.61
```



Stability check: which of them is most stable? y).